## a
{
  "formula": "C5H6O3",
  "method": "the ωB97M-V functional and the def2-TZVPD basis",
  "orbital_gap_ha": 0.3692,
  "smiles": "O=C[C@H]1OC=CCO1",
  "elements": ["C", "C", "O", "O", "H", "H", "C", "O", "H", "H", "H", "C", "H", "C"],
  "positions_angstrom": [[1.00, 1.26, -0.09], [-0.87, -0.21, 0.42], [-0.21, -1.31, -0.04], [-3.00, 0.43, -0.51], [2.89, 0.05, -0.13], [-2.89, -1.42, 0.26], [1.80, -0.04, -0.08], [-0.43, 1.09, -0.09], [-0.91, -0.07, 1.57], [1.20, 1.94, -0.89], [1.51, -2.00, -0.90], [-2.39, -0.41, 0.04], [1.17, 1.81, 0.81], [1.12, -1.12, -0.37]]
}

***

## b
{
  "formula": "C5H6O3",
  "method": "the ωB97M-V functional and the def2-TZVPD basis",
  "orbital_gap_ha": 0.3571,
  "smiles": "C=C(C)C=O.O=C=O",
  "elements": ["H", "H", "C", "H", "C", "C", "O", "O", "H", "O", "H", "C", "C", "H"],
  "positions_angstrom": [[-1.78, -0.11, -1.63], [-2.38, 0.53, 0.93], [0.44, -1.30, 0.27], [-1.22, -0.26, 2.09], [-0.50, -0.04, 0.10], [-1.40, 0.11, 1.09], [2.99, 0.06, -0.08], [1.88, 1.76, 0.93], [-0.92, 1.42, -1.40], [1.09, -1.69, -0.65], [0.53, -1.63, 1.31], [2.18, 0.81, 0.32], [-0.85, 0.34, -1.31], [-0.06, -0.02, -1.97]]
}

***

## c
{
  "formula": "C5H6O3",
  "method": "the ωB97M-V functional and the def2-TZVPD basis",
  "orbital_gap_ha": 0.3481,
  "elements": ["C", "H", "H", "C", "H", "C", "O", "H", "H", "C", "H", "O", "C", "O"],
  "positions_angstrom": [[-0.14, 0.65, -1.96], [2.08, -0.85, 1.93], [-1.39, 1.63, -3.61], [-0.08, -0.04, 0.30], [0.28, 0.45, -4.13], [-0.36, 1.06, -3.26], [-0.24, 0.77, 1.36], [-1.70, -0.22, 3.13], [0.66, -1.80, 3.55], [0.90, -0.82, 2.75], [0.37, -0.49, -1.79], [-0.69, 0.83, -0.69], [-0.31, -0.09, 2.47], [0.60, -1.07, -0.03]]
}

***

Preferred: b; penalty for the next structure: 0.0461 hartree.

***

## a
{
  "formula": "C3H8O",
  "method": "the ωB97M-V functional and the def2-TZVPD basis",
  "orbital_gap_ha": 0.3591,
  "smiles": "C=CO.C",
  "elements": ["H", "H", "C", "O", "H", "H", "C", "H", "H", "H", "H", "C"],
  "positions_angstrom": [[1.29, -3.36, -0.49], [-1.42, 0.84, 0.60], [-0.34, 3.56, -0.51], [-1.46, 1.64, 0.08], [0.61, 1.63, -0.18], [0.49, 4.24, -0.78], [0.71, -3.65, 0.37], [1.32, -4.42, 0.81], [-1.40, 3.89, -0.53], [0.72, -2.73, 0.96], [-0.25, -3.90, -0.04], [-0.27, 2.27, -0.28]]
}

***

## b
{
  "formula": "C3H8O",
  "method": "the ωB97M-V functional and the def2-TZVPD basis",
  "orbital_gap_ha": 0.4186,
  "smiles": "CC(C)O",
  "elements": ["H", "O", "H", "C", "H", "H", "H", "C", "C", "H", "H", "H"],
  "positions_angstrom": [[-1.62, -1.24, -0.71], [0.91, -1.42, -0.13], [1.92, 1.04, 0.10], [0.23, -0.21, -0.43], [-1.81, 0.52, -0.57], [0.41, -0.06, -1.51], [0.70, 0.84, 1.39], [-1.26, -0.35, -0.19], [0.84, 0.97, 0.31], [0.36, 1.92, 0.02], [0.81, -1.57, 0.82], [-1.48, -0.44, 0.89]]
}

***

Preferred: b; penalty for the next structure: 0.0499 hartree.

***

## a
{
  "formula": "CH3NO4S",
  "method": "the ωB97M-V functional and the def2-TZVPD basis",
  "orbital_gap_ha": 0.3038,
  "smiles": "COS(=O)(=O)N=O",
  "elements": ["N", "O", "S", "H", "H", "O", "C", "O", "O", "H"],
  "positions_angstrom": [[-2.06, 0.11, -1.17], [-2.93, 0.66, -0.69], [-0.22, 0.81, -0.44], [2.07, -0.61, 1.06], [0.94, -1.13, -0.29], [0.16, 0.23, 0.98], [1.05, -0.95, 0.79], [0.77, 0.48, -1.45], [-0.49, 2.17, -0.16], [0.73, -1.77, 1.36]]
}

***

## b
{
  "formula": "CH3NO4S",
  "method": "the ωB97M-V functional and the def2-TZVPD basis",
  "orbital_gap_ha": 0.3510,
  "elements": ["H", "S", "O", "H", "N", "H", "O", "O", "O", "C"],
  "positions_angstrom": [[0.70, -0.32, 1.15], [1.04, 1.81, 0.27], [2.74, 0.93, -0.06], [0.01, -0.01, -0.60], [3.46, -0.39, 0.10], [-0.88, 0.54, 0.79], [0.49, 2.34, -0.89], [4.49, -0.54, -0.45], [2.85, -1.14, 0.79], [0.07, 0.20, 0.49]]
}

***

Preferred: a; penalty for the next structure: 0.0792 hartree.

***

## a
{
  "formula": "C4H9N",
  "method": "the ωB97M-V functional and the def2-TZVPD basis",
  "orbital_gap_ha": 0.3763,
  "smiles": "C=CCNC",
  "elements": ["H", "H", "C", "H", "H", "H", "H", "H", "H", "C", "H", "C", "C", "N"],
  "positions_angstrom": [[0.98, -1.27, -0.64], [0.38, 0.12, -2.67], [0.68, -0.40, -0.06], [-0.45, 1.20, -0.09], [1.15, 1.51, -1.87], [-1.10, -0.89, 2.86], [-0.53, 1.63, -2.43], [0.75, -1.72, 1.70], [1.54, 0.27, 0.10], [0.21, 0.96, -1.99], [-1.63, 0.21, 1.48], [0.19, -0.91, 1.27], [-0.86, -0.42, 1.92], [-0.33, 0.43, -0.74]]
}

***

## b
{
  "formula": "C4H9N",
  "method": "the ωB97M-V functional and the def2-TZVPD basis",
  "orbital_gap_ha": 0.3657,
  "elements": ["C", "H", "C", "H", "C", "H", "H", "N", "H", "H", "H", "C", "H", "H"],
  "positions_angstrom": [[0.61, -0.27, -0.27], [0.81, -1.24, 1.66], [-0.38, -0.36, -1.48], [0.07, -0.04, -2.35], [0.01, -0.77, 1.04], [-1.21, 1.05, 0.66], [-1.29, 0.30, -1.41], [0.88, 1.05, 0.34], [-0.88, -1.48, 0.92], [-0.12, 1.23, 2.28], [0.81, 1.97, -0.21], [-0.24, 0.74, 1.23], [-0.57, -1.42, -1.71], [1.48, -0.77, -0.69]]
}

***

## c
{
  "formula": "C4H9N",
  "method": "the ωB97M-V functional and the def2-TZVPD basis",
  "orbital_gap_ha": 0.3347,
  "elements": ["H", "C", "H", "H", "N", "H", "H", "C", "H", "H", "H", "C", "C", "H"],
  "positions_angstrom": [[1.81, -0.93, 0.47], [-1.47, -0.85, 0.42], [0.20, 0.75, -1.59], [1.97, 0.75, -1.49], [-0.24, -0.54, 0.82], [-2.26, -0.76, 1.15], [-1.57, -1.60, -0.36], [0.33, 0.63, 1.17], [-0.96, 1.39, 0.35], [1.12, -0.73, -1.94], [0.59, 0.99, 2.15], [1.07, 0.16, -1.30], [1.03, -0.23, 0.17], [-1.63, 0.97, -0.01]]
}

***

Preferred: a; penalty for the next structure: 0.0184 hartree.

***

## a
{
  "formula": "C4H9N",
  "method": "the ωB97M-V functional and the def2-TZVPD basis",
  "orbital_gap_ha": 0.3794,
  "smiles": "C=C[C@H](C)N",
  "elements": ["N", "H", "C", "C", "C", "H", "H", "H", "H", "H", "H", "C", "H", "H"],
  "positions_angstrom": [[0.99, 1.24, 0.01], [0.34, 2.06, -0.17], [1.40, -1.03, -0.07], [0.32, 0.03, -0.25], [-2.12, -0.06, -0.16], [2.20, -0.76, -0.73], [0.99, -2.06, -0.23], [0.16, 0.09, -1.37], [1.75, -1.12, 1.00], [-2.02, 0.08, -1.23], [-0.71, -0.30, 1.50], [-0.91, -0.18, 0.48], [1.29, 1.21, 1.01], [-3.14, -0.50, 0.23]]
}

***

## b
{
  "formula": "C4H9N",
  "method": "the ωB97M-V functional and the def2-TZVPD basis",
  "orbital_gap_ha": 0.3851,
  "smiles": "NCC1CC1",
  "elements": ["H", "H", "C", "C", "H", "H", "C", "H", "H", "H", "C", "H", "N", "H"],
  "positions_angstrom": [[2.55, -0.22, 0.33], [-0.60, 1.48, -0.06], [-0.72, 0.62, 0.67], [1.63, 0.29, -0.02], [0.37, -1.23, 1.19], [-0.66, 1.04, 1.72], [0.42, -0.31, 0.51], [1.60, 1.38, -0.38], [-1.70, -0.62, -0.63], [1.02, -1.73, -0.91], [0.74, -0.72, -0.90], [0.12, -0.34, -1.77], [-1.97, -0.15, 0.23], [-2.79, 0.51, 0.03]]
}

***

## c
{
  "formula": "C4H9N",
  "method": "the ωB97M-V functional and the def2-TZVPD basis",
  "orbital_gap_ha": 0.3641,
  "smiles": "C[C@H]1CN1C",
  "elements": ["H", "H", "N", "H", "C", "C", "C", "H", "C", "H", "H", "H", "H", "H"],
  "positions_angstrom": [[-1.88, 1.41, -0.99], [0.42, -1.08, 1.79], [0.55, -0.29, -0.29], [1.99, 0.82, -1.24], [-1.81, 0.48, -0.42], [-0.53, 0.39, 0.38], [-0.07, -0.96, 0.82], [-2.69, 0.41, 0.23], [1.93, 0.08, -0.43], [2.45, 0.50, 0.45], [2.47, -0.81, -0.76], [-0.31, 1.22, 1.06], [-1.84, -0.35, -1.13], [-0.69, -1.81, 0.52]]
}

***

Preferred: c; penalty for the next structure: 0.0032 hartree.

***

## a
{
  "formula": "C4H9N",
  "method": "the ωB97M-V functional and the def2-TZVPD basis",
  "orbital_gap_ha": 0.3300,
  "smiles": "C=C(C)NC",
  "elements": ["H", "C", "H", "H", "N", "C", "C", "H", "H", "C", "H", "H", "H", "H"],
  "positions_angstrom": [[1.55, 1.90, 0.13], [0.55, 1.47, -0.09], [-0.32, 2.11, -0.10], [2.08, -1.08, -0.90], [-0.68, -0.56, -0.30], [-2.02, -0.11, 0.00], [0.55, 0.15, -0.04], [-2.24, 0.85, -0.48], [-0.58, -1.57, -0.27], [1.80, -0.69, 0.08], [2.64, -0.11, 0.48], [-2.18, -0.01, 1.08], [-2.76, -0.83, -0.37], [1.62, -1.53, 0.76]]
}

***

## b
{
  "formula": "C4H9N",
  "method": "the ωB97M-V functional and the def2-TZVPD basis",
  "orbital_gap_ha": 0.3908,
  "smiles": "C=NC.C=C",
  "elements": ["C", "H", "H", "H", "H", "H", "C", "H", "N", "H", "C", "H", "H", "C"],
  "positions_angstrom": [[-0.82, -1.80, -1.24], [-2.71, 0.78, -1.14], [-2.10, -0.29, 0.19], [-0.98, -2.04, -0.19], [0.80, 1.40, 0.95], [3.47, 0.80, 2.30], [1.55, 1.60, 1.73], [-1.10, 0.97, -0.58], [-1.40, -0.80, -1.74], [-0.11, -2.44, -1.78], [-1.83, 0.19, -0.75], [1.52, 2.57, 2.23], [2.40, -0.28, 1.33], [2.53, 0.72, 1.73]]
}

***

Preferred: a; penalty for the next structure: 0.0584 hartree.

***

## a
{
  "formula": "C4H9N",
  "method": "the ωB97M-V functional and the def2-TZVPD basis",
  "orbital_gap_ha": 0.3563,
  "elements": ["C", "C", "H", "H", "H", "C", "H", "H", "H", "N", "H", "H", "C", "H"],
  "positions_angstrom": [[-0.77, 0.61, 0.51], [-0.10, -0.72, 0.70], [2.51, -0.95, -0.45], [2.43, 0.80, -0.82], [-2.26, 1.36, -0.92], [2.03, 0.01, -0.18], [-0.67, -1.62, 0.46], [0.24, 0.98, -0.26], [-2.79, 0.26, 0.37], [0.60, -0.18, -0.47], [2.24, 0.23, 0.88], [0.52, -0.83, 1.59], [-1.99, 0.45, -0.36], [-1.97, -0.41, -1.05]]
}

***

## b
{
  "formula": "C4H9N",
  "method": "the ωB97M-V functional and the def2-TZVPD basis",
  "orbital_gap_ha": 0.3827,
  "smiles": "CC1(C)CN1",
  "elements": ["H", "H", "C", "H", "C", "H", "N", "H", "H", "H", "H", "C", "C", "H"],
  "positions_angstrom": [[-1.44, 0.80, -1.32], [-0.23, -1.22, -1.61], [0.19, 0.16, 1.57], [0.51, -2.17, -0.09], [-0.04, 0.07, 0.07], [1.21, -0.21, 1.94], [-0.86, 1.09, -0.55], [-0.56, -0.38, 2.09], [0.82, 0.60, -1.86], [-1.24, -1.61, -0.17], [1.07, 1.96, -0.64], [0.53, 1.10, -0.91], [-0.21, -1.35, -0.47], [0.25, 1.17, 1.94]]
}

***

Preferred: b; penalty for the next structure: 0.1147 hartree.